9
Properties=species:S:1:pos:R:3 method="wB97M-V/def2-TZVPD" homo_lumo_gap_ha="0.3432 / 0.3072" e_homo_ev="-9.8 / -9.2" total_energy_ev=-23812.7786 e_above_lowest_ev=4.517
Cl -2.75562 0.45766 -0.11710
F 0.31823 1.76640 0.99171
F -1.23563 -1.62114 -0.52888
C 1.58779 0.31663 -0.54264
C 0.57942 0.72003 0.16642
H -1.36610 -1.13916 1.45234
C -1.52031 -0.71644 0.35575
H 1.54614 -0.67408 -1.14559
F 2.84609 0.89009 -0.63200

12
Properties=species:S:1:pos:R:3 method="wB97M-V/def2-TZVPD" homo_lumo_gap_ha=0.3377 e_homo_ev=-8.2 total_energy_ev=-23160.8964 e_above_lowest_ev=0.423
H 0.05108 1.73265 -0.52290
H -1.23164 -2.05001 -0.76045
P 0.27930 -0.49655 -1.68826
H 0.34208 0.12345 2.92577
N 0.68647 0.82254 -0.59911
H -0.47262 0.47514 -2.46772
H -0.61848 -0.23267 1.52158
H 2.44098 1.02127 1.38254
N 0.20721 0.39196 1.88708
H -1.96436 -0.70008 -1.40097
P 1.46979 0.04776 0.83123
N -1.18981 -1.13547 -1.10880